C30H24CoN4O5 | ωB97M-V/def2-TZVPD

Cartesian coordinates (Å):
Co (0.510, 0.100, 0.899)
O (2.277, -0.569, 2.239)
O (0.315, 1.820, 1.751)
O (-1.110, 2.469, -1.168)
O (-2.270, -0.336, -4.045)
O (-0.579, -0.697, 2.315)
N (0.974, -1.602, 0.008)
N (1.482, 0.836, -0.598)
N (-1.775, 0.296, -1.675)
N (-1.583, -0.145, -0.370)
C (-1.562, 1.876, -3.426)
C (-1.498, -2.570, 3.359)
C (1.685, -4.160, 2.458)
C (1.371, -2.694, 0.528)
C (-2.339, -3.656, 3.359)
C (2.521, -3.339, 4.533)
C (1.015, -1.396, -1.425)
C (1.793, 2.059, -0.770)
C (-3.142, -3.946, 2.249)
C (1.764, 5.511, 0.590)
C (-2.039, 1.297, -5.731)
C (-1.387, -1.686, 2.245)
C (1.848, -0.132, -1.633)
C (0.781, 2.926, 1.350)
C (-2.224, -1.981, 1.120)
C (-1.326, 3.532, -5.187)
C (2.071, -4.422, 3.754)
C (-1.724, 2.586, -6.126)
C (-1.254, 3.161, -3.851)
C (-1.419, 1.563, -1.942)
C (2.174, -1.739, 2.689)
C (0.567, 4.096, 2.149)
C (2.587, -2.067, 4.030)
C (-2.278, -1.179, -0.094)
C (1.987, 4.408, -0.200)
C (1.699, -2.868, 1.919)
C (-1.962, 0.921, -4.385)
C (-3.065, -3.100, 1.159)
C (1.528, 3.128, 0.146)
C (1.038, 5.327, 1.782)
H (2.310, 2.342, -1.693)
H (-3.682, -3.294, 0.285)
H (-2.992, -1.528, -0.850)
H (-2.364, -4.306, 4.229)
H (2.529, 4.515, -1.136)
H (-0.849, -2.359, 4.202)
H (-1.075, 4.541, -5.492)
H (2.122, 6.490, 0.299)
H (1.471, -2.247, -1.947)
H (-2.349, 0.547, -6.449)
H (-1.788, 2.854, -7.176)
H (2.021, -5.423, 4.164)
H (-0.001, 3.955, 3.061)
H (0.009, -1.231, -1.806)
H (-3.802, -4.806, 2.242)
H (-2.136, -0.350, -3.009)
H (2.912, -0.375, -1.530)
H (1.672, 0.285, -2.630)
H (-0.945, 3.859, -3.080)
H (2.937, -1.240, 4.638)
H (1.333, -4.971, 1.825)
H (0.840, 6.181, 2.424)
H (2.828, -3.516, 5.560)
H (1.545, -3.552, -0.134)

Force components x, y, z for each atom (eV/Å):
-0.049 -0.142 0.004
-0.024 0.133 -0.069
-0.120 -0.285 -0.019
0.237 0.031 0.068
0.039 0.038 -0.142
0.092 -0.012 0.035
-0.115 0.270 -0.018
-0.003 -0.289 0.028
0.248 0.008 0.020
0.215 0.288 -0.111
0.205 -0.110 0.012
0.017 0.017 0.011
0.011 0.003 -0.008
0.109 -0.153 0.092
0.000 -0.026 0.022
0.017 -0.026 0.035
0.030 -0.070 -0.044
0.024 0.215 -0.036
0.012 0.016 -0.010
-0.008 -0.021 0.019
-0.022 -0.022 0.000
-0.043 0.003 -0.050
-0.050 0.042 0.007
0.043 0.163 0.005
-0.004 -0.015 0.019
-0.008 -0.011 0.013
-0.010 0.034 -0.009
-0.004 -0.002 -0.014
0.036 0.027 0.025
-0.742 0.047 -0.009
0.007 -0.080 0.054
0.003 0.013 0.000
-0.005 0.023 -0.009
-0.090 -0.118 0.075
-0.023 -0.020 0.002
-0.023 -0.049 0.035
-0.009 -0.032 0.008
-0.014 0.014 0.019
0.066 0.080 -0.007
-0.001 0.036 0.013
-0.006 0.005 -0.038
0.003 -0.002 0.006
0.015 -0.025 -0.014
-0.004 0.003 -0.007
-0.001 -0.001 0.002
-0.009 -0.008 -0.018
-0.008 -0.005 -0.001
0.005 0.008 0.000
-0.020 -0.012 -0.002
0.005 0.014 -0.002
0.001 -0.004 0.004
0.001 0.001 -0.003
0.007 0.013 -0.002
0.000 0.009 -0.011
0.004 0.006 -0.002
-0.045 0.047 0.074
-0.002 -0.020 0.020
0.036 -0.004 -0.021
-0.018 -0.015 -0.021
-0.007 -0.012 0.005
0.003 -0.002 0.006
0.003 0.001 -0.005
-0.003 0.000 -0.004
-0.002 -0.016 -0.033

Values from the calculation:
* gap between HOMO and LUMO (spin up / spin down): 6.38 / 6.35 eV
* multiplicity: 2
* ΔE to the lowest compared entry with this formula, charge and spin: 4.0 kcal/mol
* <S²>: 0.756
* total charge: -2

C45H48BrGeN3ReSb2Se | ωB97M-V/def2-TZVPD

Cartesian coordinates (Å):
Re (1.653, 0.347, 0.309)
Sb (-1.560, 2.060, 3.041)
Sb (0.262, 2.231, -0.995)
Br (4.344, 3.577, 3.547)
Se (0.188, 0.321, 2.425)
Ge (-0.204, -2.160, -1.761)
N (3.206, 0.094, 1.771)
N (3.349, 0.410, -0.998)
N (5.063, 1.077, -2.166)
C (-4.806, -1.384, -1.316)
C (-0.102, -2.486, 2.261)
C (-2.613, -2.650, 3.457)
C (-2.565, 5.268, 2.007)
C (-1.814, 1.919, -1.215)
C (-4.052, -1.765, -0.209)
C (-2.067, -1.803, -1.588)
C (0.820, 2.579, -3.002)
C (3.982, -0.706, -1.538)
C (5.047, -0.299, -2.267)
C (0.728, -0.751, -0.647)
C (-0.778, -1.342, 2.648)
C (4.032, 1.468, -1.401)
C (4.766, -0.525, 3.440)
C (0.353, 4.268, -0.268)
C (-2.032, -1.405, 3.238)
C (1.885, -0.939, -5.205)
C (-1.942, -3.807, 3.083)
C (-4.198, -1.215, -2.555)
C (1.394, -1.805, -6.174)
C (0.310, -3.816, -0.908)
C (-2.686, -1.975, -0.342)
C (1.589, -4.000, -0.370)
C (1.426, -1.032, -3.896)
C (-0.695, -3.724, 2.479)
C (-1.870, 1.844, 5.105)
C (-0.577, 3.902, 2.620)
C (-3.389, 1.912, 2.030)
C (1.973, -5.231, 0.151)
C (-1.368, 4.671, 1.593)
C (4.930, 0.804, 3.807)
C (-0.584, -4.891, -0.901)
C (4.213, 1.776, 3.127)
C (-0.028, -2.848, -4.531)
C (0.440, -2.763, -5.836)
C (-2.829, -1.423, -2.693)
C (-2.989, 6.053, -0.211)
C (-1.800, 5.479, -0.623)
C (1.080, -6.298, 0.136)
C (-0.198, -6.128, -0.383)
C (3.369, 1.386, 2.116)
C (-3.370, 5.963, 1.125)
C (0.463, -1.980, -3.546)
C (-0.961, 4.792, 0.263)
C (3.896, -0.856, 2.421)
H (-2.401, -4.775, 3.252)
H (-3.592, -2.711, 3.915)
H (-2.364, 2.739, -0.755)
H (0.439, 3.640, 2.331)
H (-1.488, 5.591, -1.660)
H (-4.537, -1.919, 0.750)
H (0.064, -3.444, -6.592)
H (-2.856, 5.207, 3.055)
H (-0.781, -3.594, -4.287)
H (2.295, -3.177, -0.362)
H (-1.094, 2.391, 5.639)
H (-3.471, 2.769, 1.363)
H (-4.792, -0.935, -3.417)
H (0.856, -2.423, 1.765)
H (1.752, -1.737, -7.195)
H (-3.606, 6.589, -0.922)
H (3.611, -1.707, -1.387)
H (-0.545, 4.419, 3.581)
H (3.742, -1.879, 2.105)
H (-1.847, 0.789, 5.369)
H (2.808, 2.154, 1.559)
H (-2.103, -2.295, 0.519)
H (0.608, 4.825, -1.173)
H (3.815, 2.497, -1.170)
H (-2.361, -1.296, -3.665)
H (1.823, -0.366, -3.141)
H (-5.874, -1.237, -1.217)
H (1.874, 2.842, -3.079)
H (-1.585, -4.775, -1.307)
H (0.624, 1.686, -3.587)
H (5.738, 1.691, -2.596)
H (5.771, -0.856, -2.844)
H (0.212, 3.404, -3.373)
H (-4.170, 1.944, 2.790)
H (-2.022, 1.898, -2.283)
H (2.971, -5.368, 0.559)
H (2.624, -0.191, -5.476)
H (5.312, -1.308, 3.952)
H (1.188, 4.369, 0.425)
H (1.384, -7.265, 0.519)
H (-2.586, -0.521, 3.517)
H (5.604, 1.081, 4.610)
H (-3.424, 0.974, 1.478)
H (-4.281, 6.438, 1.471)
H (-0.893, -6.961, -0.400)
H (-0.176, -4.623, 2.167)
H (-2.853, 2.270, 5.323)
H (-2.098, 0.962, -0.781)

Force components x, y, z for each atom (eV/Å):
-1.092 0.288 -1.045
0.044 -0.041 -0.139
0.186 -0.215 -0.004
0.063 0.433 0.114
0.059 -0.170 0.205
0.440 -0.070 0.364
0.211 -0.016 0.389
-0.014 -0.067 -0.079
0.016 -0.176 -0.004
0.029 0.014 -0.031
-0.060 -0.034 0.024
0.031 0.046 -0.055
0.075 -0.002 0.129
-0.037 -0.112 0.075
0.029 0.066 -0.023
-0.470 0.036 0.173
0.047 0.031 0.025
-0.217 0.082 0.225
0.123 0.301 -0.064
0.447 0.130 0.384
-0.077 0.008 0.064
0.191 -0.275 -0.190
0.182 0.003 0.212
-0.273 0.002 -0.008
0.045 -0.133 -0.047
-0.003 -0.002 -0.005
-0.018 -0.029 -0.035
-0.003 0.017 0.030
-0.047 -0.038 0.019
0.104 -0.324 0.206
-0.053 0.063 -0.136
-0.242 -0.209 -0.055
-0.135 -0.128 -0.143
0.041 -0.021 0.016
-0.071 0.049 0.081
-0.164 0.114 -0.121
-0.069 -0.081 -0.074
0.005 0.092 0.008
0.035 -0.032 0.148
0.119 -0.215 0.104
0.127 0.006 0.027
0.037 -0.069 0.054
0.070 0.115 0.034
0.029 0.031 0.018
-0.095 0.051 0.109
-0.016 -0.007 0.027
0.097 0.014 -0.081
-0.051 -0.014 -0.008
-0.021 0.072 -0.065
0.052 -0.448 -0.168
-0.031 -0.022 -0.065
0.152 0.090 -0.439
0.204 0.094 -0.169
-0.252 0.232 -0.322
0.047 0.084 -0.006
0.046 0.016 -0.017
0.006 -0.010 -0.042
0.058 0.103 -0.047
-0.044 -0.005 0.125
0.025 -0.007 -0.056
0.031 0.091 0.084
0.032 0.014 -0.104
0.092 0.042 -0.014
0.071 0.056 0.003
-0.025 -0.048 0.002
-0.036 -0.036 0.013
0.023 -0.018 0.051
0.066 -0.043 0.017
-0.031 -0.013 0.089
0.046 -0.023 0.047
0.018 0.123 -0.002
0.055 -0.001 -0.007
-0.047 0.023 0.012
0.001 0.036 0.042
0.082 -0.197 0.091
-0.080 -0.021 -0.122
0.064 0.009 0.118
0.011 0.014 0.000
-0.034 -0.027 0.068
0.033 0.080 0.044
0.035 -0.007 -0.011
-0.013 -0.001 -0.014
0.067 -0.012 0.038
-0.003 -0.069 -0.071
0.021 0.015 -0.007
-0.108 0.138 0.093
0.017 -0.010 -0.025
-0.037 -0.014 -0.065
-0.050 -0.004 0.003
-0.117 0.017 -0.071
-0.059 -0.087 0.036
-0.030 0.069 -0.046
-0.065 0.036 0.063
-0.033 0.092 -0.012
-0.042 0.081 0.062
-0.049 -0.030 -0.063
-0.038 0.008 -0.012
0.067 -0.045 -0.027
0.080 0.101 0.003
-0.010 0.056 -0.004
0.108 -0.057 0.048
-0.034 -0.049 0.002

Values from the calculation:
* gap between HOMO and LUMO: 7.26 eV
* total charge: +3

C34H34N2O8 | ωB97M-V/def2-TZVPD

Cartesian coordinates (Å):
O (2.012, 2.887, -0.413)
O (5.298, 2.608, 0.871)
O (-0.478, -2.167, -1.178)
O (-6.335, -0.985, -6.010)
O (6.006, 1.621, 6.347)
O (-1.384, -2.763, -4.465)
O (5.806, -1.515, 3.142)
O (0.761, -3.211, 1.494)
N (-4.773, 3.292, -2.801)
N (-4.265, 0.659, 2.392)
C (-3.519, -2.129, -3.758)
C (-2.708, -1.253, 2.807)
C (-2.807, -1.948, -6.206)
C (-5.140, -1.308, -5.596)
C (0.878, -0.262, -1.992)
C (-4.814, 0.052, 1.414)
C (4.335, 1.654, 2.901)
C (-3.529, 3.990, -0.846)
C (1.601, 0.960, -1.715)
C (2.534, -3.100, 3.062)
C (-4.280, -1.330, 1.004)
C (0.102, -0.903, -1.043)
C (1.415, 1.645, -0.491)
C (-2.731, 2.764, -0.727)
C (-3.909, 2.246, -2.810)
C (3.764, -2.715, 3.402)
C (5.393, 2.321, 2.213)
C (4.534, 1.473, 4.400)
C (0.549, 1.083, 0.442)
C (1.978, -2.752, 1.819)
C (-4.093, -1.466, -6.461)
C (-2.539, -2.225, -4.793)
C (4.044, -1.376, 1.512)
C (2.662, -1.816, 0.976)
C (6.515, 2.664, 2.879)
C (-2.866, 1.924, -1.839)
C (6.784, 2.537, 4.241)
C (5.756, 1.805, 5.001)
C (-3.291, 0.087, 3.101)
C (4.612, -1.951, 2.613)
C (-4.529, 4.173, -1.811)
C (-4.930, -1.637, -4.177)
C (-3.281, -1.954, 1.782)
C (-0.157, -0.226, 0.193)
H (6.577, -2.075, 2.908)
H (4.375, 2.369, 0.727)
H (4.553, -0.607, 0.843)
H (-5.820, -1.827, -3.583)
H (3.444, 1.502, 2.601)
H (6.698, 1.074, 6.591)
H (-0.541, -2.418, -2.164)
H (1.801, -3.693, 3.800)
H (4.237, -3.183, 4.451)
H (-3.048, -2.854, 1.691)
H (2.189, -1.615, 0.103)
H (0.879, -0.806, -2.830)
H (3.830, 1.008, 4.984)
H (0.098, 1.673, 1.256)
H (-3.373, -2.542, -2.848)
H (0.222, -2.732, 0.766)
H (-2.113, -2.059, -6.930)
H (-6.954, -1.474, -5.725)
H (-2.222, 1.287, -1.890)
H (-3.978, 1.318, -3.323)
H (-4.697, -1.768, 0.116)
H (-2.593, 0.706, 3.809)
H (-0.946, -2.994, -5.237)
H (-0.775, -0.641, 0.877)
H (-4.211, -1.354, -7.490)
H (-5.460, 0.498, 0.702)
H (7.301, 3.114, 2.448)
H (-1.666, -1.634, 3.354)
H (-3.380, 4.773, 0.033)
H (2.124, 1.506, -2.452)
H (-5.129, 5.062, -1.899)
H (7.518, 2.866, 4.606)
H (2.098, 3.326, -1.144)
H (-1.993, 2.732, 0.000)

Force components x, y, z for each atom (eV/Å):
-1.016 -4.146 8.438
-0.519 -0.338 0.576
0.279 0.493 -2.269
4.762 6.627 -4.908
-3.216 1.763 -0.146
1.209 -0.234 3.015
1.076 -0.247 -0.175
-2.375 -0.016 -1.056
1.759 -1.938 0.350
0.842 1.610 2.431
-3.854 2.550 -6.095
1.197 3.021 2.320
-3.506 0.927 6.364
2.337 -1.807 5.185
0.931 2.562 3.273
2.593 -5.976 -2.684
8.043 2.411 6.120
0.569 -0.008 2.874
-2.392 -1.974 0.954
-3.962 -1.922 0.849
-0.836 2.880 1.835
-0.899 1.281 2.756
-0.287 -0.843 -2.122
-3.039 3.071 -3.655
1.190 -0.704 2.615
2.992 -2.206 4.127
-2.785 -1.792 0.372
2.802 1.186 -3.959
-2.507 -1.949 -0.060
1.332 2.792 -1.537
2.013 -0.648 -0.773
-3.315 0.779 -1.272
-2.737 0.329 -4.176
3.839 -2.122 6.272
0.673 -0.178 3.326
-7.768 9.732 1.752
-14.091 -6.996 -5.184
1.729 1.449 -1.459
3.941 -1.861 0.117
-0.693 0.912 0.101
1.193 -0.461 -0.094
3.848 -1.356 -2.162
-3.489 7.506 0.044
4.470 3.339 -3.478
-0.988 0.354 0.005
-0.076 0.265 -0.961
-0.347 -1.176 1.234
0.351 0.442 0.397
-6.062 -1.301 -2.723
2.153 -1.677 0.009
0.156 0.475 2.046
2.017 1.223 -1.733
-1.326 1.593 -2.836
2.231 -7.754 -1.622
-0.614 1.300 -2.627
0.816 -1.318 -3.795
-1.776 -1.030 1.107
0.870 -0.304 -0.127
0.605 -1.019 2.837
1.977 -0.952 1.509
2.148 -0.395 -2.212
-7.103 -5.641 3.551
6.655 -8.132 -1.410
-1.147 0.048 -2.035
-0.137 -0.362 -0.085
-2.115 -0.826 -1.078
1.600 -0.744 -2.086
-1.940 -0.936 2.197
-0.989 0.609 -1.621
-0.884 0.737 -0.061
2.339 1.721 -2.488
-3.234 1.035 -1.276
-0.522 -1.554 -2.166
0.677 0.004 -0.987
-0.028 0.322 0.468
10.639 4.545 5.357
0.559 3.445 -6.910
1.161 -0.493 1.320

Values from the calculation:
* gap between HOMO and LUMO: 8.21 eV
* SMILES: Oc1ccc(O)cc1.Oc1ccc(O)cc1.Oc1ccc(O)cc1.Oc1ccc(O)cc1.c1ccncc1.c1ccncc1
* ΔE to the lowest compared entry with this formula, charge and spin: 78.3 kcal/mol

ClH2O | ωB97M-V/def2-TZVPD

Cartesian coordinates (Å):
Cl (-0.186, 1.829, 0.577)
O (0.313, -0.813, 0.045)
H (0.107, 0.149, 0.071)
H (-0.234, -1.165, -0.693)

Force components x, y, z for each atom (eV/Å):
-0.284 1.382 0.185
-0.306 -2.125 -1.273
-0.021 0.325 0.250
0.611 0.418 0.838

Values from the calculation:
* gap between HOMO and LUMO: 8.85 eV
* ΔE to the lowest compared entry with this formula, charge and spin: 5.8 kcal/mol
* total charge: -1